Entry from the Open Molecules 2025 dataset: a structure of composition C38H42FN9O7PtS2 (ωB97M-V/def2-TZVPD).

The geometry in XYZ format:
```
100
Properties=species:S:1:pos:R:3:forces:R:3:lowdin_charge:R:1
Pt -0.48019 0.97456 -0.23958 0.871 -0.298 -0.205 1.235
C 4.99111 -4.51318 1.61426 -0.088 0.028 -0.104 -0.055
C 4.59967 -4.24917 0.16436 0.142 -0.141 0.327 -0.175
N 3.35295 -3.48331 0.05515 0.154 0.206 -0.026 -0.022
C 3.42485 -2.13915 0.02765 0.014 -0.058 -0.025 0.052
C 2.36512 -1.30640 -0.16476 -0.338 0.303 -0.017 -0.024
C 2.65007 0.17575 -0.16389 0.344 -0.257 0.186 -0.578
O 3.80906 0.54014 -0.04715 -0.170 0.011 -0.084 0.068
O 1.65400 0.98353 -0.26990 -0.368 0.276 -0.126 -0.192
C 1.07560 -1.85230 -0.41560 0.237 -0.075 -0.047 -0.279
O 0.06855 -1.20534 -0.78470 -0.266 -0.176 0.338 -0.097
C 0.97693 -3.30272 -0.23988 0.082 -0.017 -0.055 -0.039
C -0.27002 -3.92466 -0.30729 -0.035 -0.032 -0.022 0.095
C -0.39443 -5.27482 -0.14224 0.081 0.180 -0.046 -0.182
F -1.63046 -5.80437 -0.25456 0.017 -0.168 0.028 0.069
C 0.71953 -6.09506 0.11872 0.009 0.197 0.018 -0.131
C 1.95494 -5.46779 0.19123 0.175 -0.138 0.023 0.057
C 2.11576 -4.09104 -0.00318 -0.409 -0.029 -0.050 -0.116
N 0.64111 -7.48461 0.34640 -0.046 -0.169 0.097 -0.090
C 1.57490 -8.37320 -0.32645 -0.094 -0.035 -0.032 -0.125
C 2.03730 -9.44387 0.67050 0.219 0.143 -0.337 -0.068
N 0.92838 -9.69108 1.65334 -0.054 -0.102 0.096 0.065
C -0.40059 -9.59784 0.97841 -0.332 0.157 -0.188 -0.078
C -0.64746 -8.13783 0.57835 0.069 0.145 -0.005 -0.126
H 5.90448 -5.10552 1.65544 0.003 0.011 0.003 0.085
H 4.20251 -5.04642 2.14733 0.015 -0.006 0.017 0.071
H 5.17047 -3.57139 2.13249 0.010 -0.022 0.027 0.086
H 4.48409 -5.17803 -0.39210 -0.001 0.054 -0.068 0.115
H 5.38015 -3.67784 -0.33332 -0.050 0.032 -0.055 0.131
H 4.40037 -1.68266 0.15289 0.033 -0.082 -0.058 0.157
H -1.14814 -3.32498 -0.51070 -0.015 -0.005 0.006 0.131
H 2.82036 -6.06351 0.44750 -0.051 -0.010 0.008 0.105
H 2.44074 -7.82969 -0.68998 -0.005 0.015 -0.006 0.127
H 1.10413 -8.84067 -1.20025 0.028 -0.003 0.005 0.140
H 2.91426 -9.12504 1.22944 -0.043 -0.018 0.087 0.138
H 2.26201 -10.37934 0.16134 -0.041 -0.061 0.099 0.141
H 0.96576 -8.98030 2.38543 0.047 0.033 0.005 0.188
H 1.04666 -10.59931 2.10166 0.016 -0.013 0.030 0.190
H -1.18492 -9.94723 1.64544 0.099 -0.058 0.085 0.143
H -0.37198 -10.25657 0.11284 0.101 -0.050 0.041 0.140
H -1.16337 -7.61034 1.37942 -0.030 -0.014 -0.004 0.138
H -1.30149 -8.13555 -0.29699 -0.001 -0.025 -0.011 0.136
N -1.96712 1.11541 -3.30665 -0.102 -0.057 0.039 0.127
C -2.59752 0.24698 -2.48923 -0.089 -0.102 0.067 -0.675
N -2.20561 0.01057 -1.26996 0.429 0.510 -0.025 -0.081
C -3.02330 -0.89778 -0.61484 -0.304 -0.258 -0.025 -0.331
C -2.84844 -1.37773 0.67845 0.085 0.100 -0.020 -0.048
C -3.76273 -2.28643 1.17998 0.034 0.022 -0.016 -0.070
C -4.84556 -2.71310 0.41208 -0.072 -0.045 -0.002 -0.075
C -5.02747 -2.24996 -0.87995 -0.031 0.002 -0.055 -0.075
C -4.10282 -1.34835 -1.38343 0.221 0.171 0.005 -0.449
S -4.04395 -0.60258 -2.96856 0.065 0.020 0.064 1.123
H -1.04355 1.39726 -3.01648 0.045 0.046 -0.060 0.085
H -2.15905 1.10169 -4.29365 0.009 0.007 0.000 0.109
H -2.00669 -1.03098 1.26458 -0.032 -0.039 0.041 0.100
H -3.63795 -2.66709 2.18502 -0.016 0.022 0.006 0.110
H -5.55914 -3.40852 0.83285 0.007 -0.006 -0.020 0.110
H -5.86908 -2.57423 -1.47715 0.005 -0.030 0.017 0.116
N -2.26425 1.89394 0.65314 -0.284 0.132 0.039 0.084
C -3.12741 2.64077 0.51863 0.216 -0.335 0.193 -0.079
C -4.21004 3.54424 0.37249 -0.464 0.401 -0.015 -0.211
C -4.61630 4.31703 1.46497 0.110 -0.094 -0.019 -0.012
C -5.68602 5.18014 1.32284 -0.059 0.066 -0.009 -0.051
C -6.34744 5.27604 0.10507 0.063 -0.051 0.020 -0.044
C -5.93188 4.51824 -0.98319 -0.079 0.079 -0.037 -0.054
C -4.86599 3.64847 -0.85843 0.118 -0.087 0.060 -0.017
H -4.09694 4.23261 2.41042 -0.002 -0.003 -0.004 0.125
H -6.00559 5.78372 2.16120 0.000 -0.029 0.011 0.118
H -7.19307 5.94289 0.00476 0.021 0.023 -0.015 0.117
H -6.44250 4.61503 -1.93163 0.001 -0.045 0.004 0.115
H -4.53704 3.05127 -1.69921 0.002 -0.005 0.006 0.115
C 1.46525 10.43345 -0.58167 0.057 0.010 0.024 -0.116
C 2.16948 9.70903 -1.71983 0.051 -0.361 0.301 -0.282
S 2.96394 8.20031 -1.15472 -0.382 -0.089 -0.195 0.645
O 3.93317 8.52553 -0.14722 0.030 0.093 0.160 -0.289
O 3.36594 7.42457 -2.30232 -0.048 0.047 -0.074 -0.319
C 1.66584 7.21954 -0.34179 0.408 0.264 -0.168 -0.193
C 2.38216 5.95967 0.13959 0.116 0.192 -0.050 -0.138
N 1.45398 4.89892 0.52468 -0.143 0.248 0.329 0.069
C 1.12020 3.85078 -0.24743 -0.020 -0.190 0.100 -0.295
N 0.22541 3.08225 0.37701 -0.249 -0.109 -0.485 -0.018
C -0.03251 3.64716 1.57984 0.180 0.260 0.265 -0.039
C 0.72348 4.77558 1.69712 -0.255 -0.364 -0.350 -0.115
N 0.74068 5.65269 2.82640 0.307 -0.044 0.388 -0.330
O 1.40898 6.66961 2.77266 -0.121 -0.064 -0.216 0.104
O 0.10006 5.28212 3.79183 -0.049 0.127 -0.206 0.102
C 1.73122 3.57439 -1.56978 0.086 0.048 0.021 0.017
H 1.24387 11.45957 -0.86922 -0.020 -0.014 -0.031 0.083
H 2.10903 10.46236 0.29796 -0.034 0.049 0.001 0.083
H 0.52575 9.94869 -0.31704 0.003 0.016 0.009 0.073
H 3.00573 10.28703 -2.11517 0.033 -0.041 -0.043 0.111
H 1.51243 9.42590 -2.54083 0.004 0.024 -0.023 0.103
H 0.90436 7.00604 -1.09258 -0.015 -0.024 0.017 0.115
H 1.26063 7.79078 0.48846 -0.076 0.004 0.035 0.090
H 3.02014 6.20511 0.98269 -0.012 -0.067 0.029 0.134
H 3.00975 5.57834 -0.66330 -0.017 -0.122 0.066 0.116
H -0.70926 3.23669 2.30819 0.016 -0.025 -0.041 0.118
H 2.73716 3.17661 -1.42079 -0.006 -0.007 -0.043 0.106
H 1.79262 4.46838 -2.19063 -0.046 0.000 0.010 0.094
H 1.15226 2.80750 -2.07333 -0.022 -0.007 -0.038 0.063
```
Forces are in eV/Å.

lowest unoccupied orbital energy (spin up / spin down): -4.687 / -4.983 eV
orbital gap (spin up / spin down): 7.741 / 7.656 eV
net charge: +2
spin multiplicity: 3
E_HOMO (spin up / spin down): -0.457 / -0.464 hartree